Model P:
C3H8N5 | ωB97M-V with the def2-TZVPD basis set

```
16
Properties=species:S:1:pos:R:3:lowdin_charge:R:1
N 2.510 0.932 0.030 0.10
N 1.417 0.224 -0.293 -0.10
C 1.387 -1.184 -0.031 -0.13
N 0.335 -1.904 0.072 0.10
C -1.079 -1.330 -0.115 -0.06
C -1.144 0.150 0.067 -0.25
N -2.378 0.763 0.012 0.20
N -0.028 0.870 0.089 0.18
H 2.674 1.031 0.965 0.08
H 2.867 1.598 -0.614 0.11
H 2.339 -1.563 0.091 0.11
H -1.624 -1.735 0.616 0.08
H -1.433 -1.622 -1.063 0.13
H -3.279 0.265 -0.039 0.15
H -2.501 1.634 0.439 0.10
H -0.063 1.873 -0.228 0.18
```

For the highest occupied orbital energy, the calculation gives -0.50792 Eh. The calculation puts the HOMO-LUMO gap at 9.75 eV. The structure (SMILES) is NN1C=NCC(=[NH2+])N1. Its net charge is +1.

Model Q:
C3H8N5 | ωB97M-V with the def2-TZVPD basis set

```
16
Properties=species:S:1:pos:R:3:lowdin_charge:R:1
C 2.241 0.581 0.084 0.07
C 0.675 0.594 0.019 -0.24
N -0.064 1.611 0.395 0.08
N -1.385 1.290 0.345 0.14
C -1.413 0.059 0.018 -0.38
N -2.551 -0.664 0.118 0.16
N -0.103 -0.464 -0.110 0.00
N 0.214 -1.760 -0.421 0.15
H 2.535 -0.457 -0.069 0.07
H 2.536 1.326 -0.650 0.09
H 2.480 0.998 1.081 0.11
H 0.169 2.598 0.780 0.24
H -3.414 -0.069 0.208 0.15
H -2.635 -1.367 -0.607 0.11
H 1.169 -1.824 -0.871 0.15
H -0.453 -2.453 -0.318 0.09
```

For the highest occupied orbital energy, the calculation gives -0.50178 Eh. The calculation puts the HOMO-LUMO gap at 10.52 eV. The structure (SMILES) is Cc1[nH]nc(N)[n+]1N. Its net charge is +1.

Last place for stability: model P

Model P:
C6H10S | ωB97M-V with the def2-TZVPD basis set

```
17
Properties=species:S:1:pos:R:3:lowdin_charge:R:1
C 0.493 -0.330 1.323 -0.08
C 0.030 -0.446 0.206 0.01
C 1.016 -0.182 2.632 -0.15
C -1.517 0.532 -1.450 -0.05
C 0.754 -0.416 -2.183 -0.05
C -0.451 -0.605 -1.204 -0.34
S -0.239 1.866 4.384 0.19
H 2.065 -0.246 2.797 0.08
H 0.412 -0.824 3.302 0.09
H 0.552 0.831 3.127 -0.17
H -1.097 1.412 -1.674 0.03
H -2.036 0.662 -0.597 0.03
H -2.237 0.229 -2.266 0.11
H 1.455 0.295 -1.822 0.08
H 0.459 0.068 -3.044 0.05
H 1.311 -1.244 -2.246 0.04
H -0.971 -1.602 -1.284 0.15
```

For the highest occupied orbital energy (spin up / spin down), the calculation gives -0.34774 / -0.33411 Eh. The calculation puts the HOMO-LUMO gap (spin up / spin down) at 6.99 / 6.74 eV. Its net charge is 0.

Model Q:
C6H10S | ωB97M-V with the def2-TZVPD basis set

```
17
Properties=species:S:1:pos:R:3:lowdin_charge:R:1
C -1.544 -0.663 1.199 -0.15
C -0.541 0.121 0.571 -0.19
C 0.832 -0.658 -0.428 -0.47
C 0.910 -2.103 -0.871 -0.15
S 1.865 0.609 -0.969 0.86
C 0.786 2.027 -0.603 -0.47
C -0.309 1.619 0.434 -0.24
H -2.155 -0.246 2.079 0.10
H -1.177 -1.671 1.457 0.07
H -2.428 -0.809 0.443 0.11
H 1.063 -2.029 -1.975 0.08
H 0.205 -2.766 -0.598 0.01
H 1.766 -2.747 -0.544 0.08
H 0.307 2.328 -1.486 0.04
H 1.438 2.908 -0.283 0.09
H -1.262 2.137 0.241 0.12
H 0.244 1.943 1.333 0.11
```

For the highest occupied orbital energy (spin up / spin down), the calculation gives -0.25731 / -0.23979 Eh. The calculation puts the HOMO-LUMO gap (spin up / spin down) at 7.96 / 7.51 eV. The structure (SMILES) is CC1=C(C)SCC1. Its net charge is 0.

Last place for stability: model P

Model P:
C20H28N4O3S | ωB97M-V with the def2-TZVPD basis set

```
56
Properties=species:S:1:pos:R:3:lowdin_charge:R:1
C 2.440 3.655 -0.108 -0.12
C 1.323 2.996 -0.884 -0.27
S 0.093 2.411 0.302 0.63
O 0.675 1.374 1.109 -0.28
O -0.496 3.531 0.975 -0.29
N -1.074 1.781 -0.726 -0.11
C -1.125 0.346 -0.867 -0.18
C -1.874 -0.343 0.302 -0.25
C -3.347 -0.027 0.167 -0.15
C -4.208 -0.834 -0.566 -0.01
C -5.537 -0.465 -0.693 -0.05
C -5.955 0.711 -0.088 -0.16
N -5.148 1.485 0.616 0.06
C -3.885 1.121 0.745 -0.11
N -1.674 -1.778 0.455 -0.12
C -1.228 -2.582 -0.674 -0.15
C 0.215 -3.105 -0.472 -0.14
N 1.038 -2.159 0.234 -0.07
C 1.911 -1.311 -0.411 -0.17
C 1.860 -1.097 -1.792 -0.04
C 2.731 -0.230 -2.431 -0.11
C 3.673 0.463 -1.702 -0.12
C 3.767 0.249 -0.333 -0.03
C 2.929 -0.640 0.314 -0.21
O 3.062 -0.960 1.639 -0.10
C 3.766 -0.076 2.473 -0.07
C 0.544 -1.849 1.568 -0.12
C -0.962 -2.159 1.655 -0.15
H 2.039 4.471 0.489 0.08
H 3.208 4.042 -0.775 0.08
H 2.890 2.925 0.561 0.06
H 1.661 2.122 -1.433 0.07
H 0.799 3.687 -1.537 0.10
H -1.972 2.209 -0.554 0.09
H -1.606 0.124 -1.825 0.13
H -0.088 0.013 -0.889 0.09
H -1.504 0.148 1.210 0.14
H -3.841 -1.742 -1.017 0.11
H -6.232 -1.074 -1.251 0.10
H -6.980 1.050 -0.163 0.10
H -3.271 1.778 1.350 0.12
H -1.300 -2.009 -1.596 0.10
H -1.899 -3.449 -0.764 0.12
H 0.184 -4.022 0.128 0.12
H 0.670 -3.361 -1.428 0.12
H 1.113 -1.599 -2.387 0.10
H 2.652 -0.090 -3.499 0.10
H 4.347 1.156 -2.184 0.10
H 4.533 0.767 0.222 0.11
H 3.369 0.942 2.392 0.09
H 3.609 -0.442 3.487 0.10
H 4.840 -0.074 2.258 0.09
H 1.089 -2.427 2.324 0.12
H 0.699 -0.787 1.760 0.10
H -1.393 -1.636 2.510 0.13
H -1.132 -3.230 1.804 0.12
```

For the highest occupied orbital energy, the calculation gives -0.27181 Eh. The calculation puts the HOMO-LUMO gap at 8.06 eV. The structure (SMILES) is CCS(=O)(=O)NC[C@@H](c1cccnc1)N1CCN(c2ccccc2OC)CC1. Its net charge is 0.

Model Q:
C20H28N4O3S | ωB97M-V with the def2-TZVPD basis set

```
56
Properties=species:S:1:pos:R:3:lowdin_charge:R:1
C -7.081 -1.852 -1.479 -0.05
C -5.836 -1.576 -0.712 -0.37
C -4.770 -2.453 -0.444 0.00
C -3.871 -1.720 0.302 -0.27
C -2.563 -2.098 0.894 -0.01
N -4.419 -0.491 0.448 -0.13
C -3.845 0.648 1.101 -0.11
C -2.818 1.358 0.209 -0.07
C -1.703 1.961 1.039 -0.46
O -1.622 1.808 2.242 0.06
N -0.796 2.722 0.369 -0.06
C -0.698 2.858 -1.071 -0.12
C 0.782 2.825 -1.494 -0.17
N 1.531 1.900 -0.671 -0.22
S 1.105 0.287 -0.949 0.70
O -0.050 -0.119 -0.191 -0.28
O 1.036 0.136 -2.373 -0.27
C 2.547 -0.537 -0.304 -0.28
C 2.444 -1.386 0.778 -0.05
C 3.592 -1.997 1.254 -0.02
C 4.827 -1.766 0.660 -0.22
C 6.053 -2.439 1.192 -0.04
C 4.916 -0.901 -0.441 -0.22
C 6.232 -0.637 -1.101 -0.04
C 3.762 -0.292 -0.912 -0.01
C 1.560 2.267 0.735 -0.15
C 0.374 3.176 1.090 -0.11
N -5.601 -0.394 -0.168 0.12
H -6.841 -2.144 -2.501 0.07
H -7.640 -2.665 -1.017 0.07
H -7.700 -0.960 -1.498 0.07
H -4.678 -3.475 -0.753 0.10
H -2.579 -1.959 1.976 0.09
H -2.357 -3.144 0.679 0.08
H -1.753 -1.490 0.492 0.05
H -3.342 0.330 2.019 0.12
H -4.662 1.323 1.361 0.13
H -2.357 0.618 -0.449 0.11
H -3.296 2.122 -0.406 0.13
H -1.209 2.027 -1.556 0.11
H -1.163 3.800 -1.393 0.13
H 1.251 3.809 -1.414 0.13
H 0.866 2.473 -2.522 0.12
H 1.479 -1.559 1.225 0.11
H 3.528 -2.665 2.099 0.11
H 6.789 -1.700 1.507 0.09
H 5.810 -3.071 2.041 0.08
H 6.515 -3.054 0.421 0.09
H 6.938 -0.207 -0.391 0.09
H 6.112 0.051 -1.932 0.08
H 6.665 -1.563 -1.476 0.09
H 3.787 0.374 -1.760 0.12
H 2.511 2.766 0.954 0.13
H 1.505 1.344 1.316 0.12
H 0.152 3.116 2.156 0.12
H 0.581 4.215 0.818 0.13
```

For the highest occupied orbital energy, the calculation gives -0.30866 Eh. The calculation puts the HOMO-LUMO gap at 8.88 eV. The structure (SMILES) is Cc1cc(C)n(CCC(=O)N2CCN(S(=O)(=O)c3ccc(C)c(C)c3)CC2)n1. Its net charge is 0.

Last place for stability: model P